1.
This record from the OMol25 dataset describes 3 unconnected molecules or ions with the total composition C7H17N2O8S2. The level of theory is the ωB97M-V functional and the def2-TZVPD basis.

Summary:
Relative energy (zero: lowest compared OMol25 entry of this formula, charge and spin) ... 0.00 kcal/mol
LUMO ... -0.1046 Ha
Frontier orbital gap ... 10.61 eV
Charge ... +1

Positions of all 36 atoms, in Å:
C1 2.410 1.160 1.621
C2 1.543 2.292 1.153
N1 1.982 3.188 0.386
C3 0.108 2.185 1.622
N2 -0.440 0.819 1.242
H1 1.916 0.513 2.344
H2 2.685 0.553 0.762
H3 3.328 1.536 2.066
H4 1.278 3.875 0.118
H5 -0.525 2.937 1.159
H6 0.036 2.263 2.704
H7 -0.979 0.390 1.991
H8 0.326 0.177 1.009
H9 -1.067 0.879 0.424
C4 -5.799 1.557 -1.193
C5 -5.775 0.625 0.004
O1 -4.796 -0.373 -0.371
S1 -3.687 0.255 -1.299
O2 -2.506 0.534 -0.533
O3 -3.544 -0.525 -2.463
O4 -4.401 1.629 -1.573
H10 -6.371 1.155 -2.027
H11 -6.126 2.563 -0.953
H12 -6.715 0.111 0.178
H13 -5.444 1.130 0.910
C6 3.663 -3.785 -1.499
C7 4.499 -2.543 -1.746
O5 3.942 -1.588 -0.815
S2 3.505 -2.327 0.519
O6 4.506 -2.228 1.513
O7 2.176 -1.899 0.818
O8 3.493 -3.794 -0.064
H14 2.683 -3.725 -1.972
H15 4.163 -4.707 -1.776
H16 4.383 -2.134 -2.745
H17 5.552 -2.698 -1.514

***

2.
This record from the OMol25 dataset describes 12 unconnected molecules or ions with the total composition C36H102N6O12. The level of theory is the ωB97M-V functional and the def2-TZVPD basis.

Summary:
Relative energy (zero: lowest compared OMol25 entry of this formula, charge and spin) ... 74.27 kcal/mol
Structure (SMILES) ... COC[C@H](C)N.COC[C@H](C)N.COC[C@H](C)N.COC[C@H](C)N.COC[C@H](C)N.COC[C@H](C)N.CC(C)O.CC(C)O.CC(C)O.CO.CO.CO
LUMO ... 0.0074 Ha
Frontier orbital gap ... 8.96 eV

Positions of all 156 atoms, in Å:
C1 4.621 -1.207 0.209
O1 4.749 -0.036 0.989
C2 3.891 -0.063 2.078
C3 4.129 1.195 2.847
C4 5.351 1.403 3.716
N1 2.976 1.253 3.804
H1 3.707 -1.269 -0.381
H2 4.654 -2.105 0.827
H3 5.379 -1.209 -0.574
H4 2.888 -0.035 1.651
H5 4.028 -0.933 2.720
H6 4.029 2.111 2.265
H7 5.280 2.312 4.312
H8 6.288 1.540 3.176
H9 5.423 0.559 4.402
H10 2.962 0.337 4.229
H11 2.069 1.289 3.361
C5 3.097 -3.617 2.602
O2 2.160 -4.634 2.884
C6 1.452 -5.028 1.676
C7 0.597 -6.306 1.975
C8 -0.212 -6.648 0.752
N2 -0.227 -6.020 3.179
H12 3.829 -3.772 1.810
H13 3.741 -3.421 3.459
H14 2.582 -2.668 2.451
H15 0.831 -4.279 1.183
H16 2.220 -5.314 0.957
H17 1.206 -7.203 2.085
H18 0.252 -6.483 -0.220
H19 -1.102 -6.019 0.729
H20 -0.534 -7.689 0.743
H21 0.505 -5.477 3.614
H22 -0.871 -5.289 2.912
C9 -2.653 4.144 -0.146
O3 -3.954 3.869 -0.614
C10 -4.131 2.524 -1.110
C11 -3.431 2.210 -2.466
C12 -4.069 2.869 -3.658
N3 -3.359 0.809 -2.711
H23 -1.831 4.196 -0.860
H24 -2.374 3.389 0.589
H25 -2.699 5.072 0.423
H26 -3.827 1.857 -0.303
H27 -5.212 2.394 -1.060
H28 -2.442 2.660 -2.373
H29 -3.491 2.723 -4.570
H30 -4.058 3.957 -3.581
H31 -5.010 2.411 -3.963
H32 -2.708 0.429 -2.040
H33 -2.825 0.728 -3.564
C13 -2.043 1.728 -6.831
O4 -1.536 0.886 -5.888
C14 -0.251 1.267 -5.382
C15 0.150 0.625 -4.001
C16 1.609 0.920 -3.578
N4 -0.156 -0.818 -4.019
H34 -1.659 1.503 -7.826
H35 -1.787 2.747 -6.542
H36 -3.123 1.599 -6.895
H37 0.485 0.947 -6.120
H38 -0.085 2.344 -5.383
H39 -0.496 1.094 -3.259
H40 2.370 0.714 -4.331
H41 1.825 0.287 -2.717
H42 1.667 1.951 -3.229
H43 -0.939 -0.966 -4.639
H44 0.564 -1.335 -4.503
C17 5.515 -1.564 -3.726
O5 4.953 -2.839 -3.288
C18 3.553 -2.685 -3.016
C19 3.092 -3.959 -2.233
C20 1.632 -3.900 -1.765
N5 3.890 -4.249 -1.054
H45 6.587 -1.571 -3.921
H46 5.225 -0.774 -3.032
H47 5.034 -1.402 -4.691
H48 3.347 -1.754 -2.489
H49 3.024 -2.554 -3.959
H50 3.338 -4.752 -2.939
H51 1.525 -3.258 -0.891
H52 1.106 -4.837 -1.579
H53 1.039 -3.374 -2.513
H54 4.863 -4.289 -1.322
H55 3.753 -5.189 -0.710
C21 1.184 3.084 0.481
O6 0.406 2.002 0.835
C22 -0.161 1.332 -0.311
C23 -0.790 -0.027 -0.052
C24 0.127 -1.081 0.490
N6 -1.377 -0.536 -1.250
H56 0.740 3.957 0.004
H57 2.120 2.804 -0.004
H58 1.556 3.478 1.427
H59 -0.875 2.053 -0.709
H60 0.559 1.148 -1.109
H61 -1.626 0.173 0.618
H62 -0.211 -2.115 0.432
H63 0.343 -0.932 1.548
H64 1.043 -1.151 -0.097
H65 -1.714 -1.484 -1.160
H66 -0.755 -0.678 -2.033
C25 -4.837 -0.490 1.393
C26 -5.280 -1.793 0.775
C27 -4.578 -1.977 -0.575
O7 -4.771 -2.802 1.603
H67 -5.142 0.392 0.829
H68 -3.753 -0.394 1.460
H69 -5.139 -0.374 2.433
H70 -6.363 -1.878 0.680
H71 -4.985 -2.892 -1.006
H72 -3.497 -2.099 -0.503
H73 -4.785 -1.163 -1.269
H74 -5.354 -2.827 2.365
C28 1.074 6.597 2.422
C29 -0.398 6.293 2.465
C30 -0.713 4.961 3.217
O8 -1.107 7.301 3.152
H75 1.233 7.601 2.030
H76 1.642 5.876 1.834
H77 1.497 6.616 3.427
H78 -0.818 6.187 1.465
H79 -1.736 4.808 3.562
H80 -0.134 4.958 4.140
H81 -0.480 4.117 2.568
H82 -0.940 8.120 2.680
C31 -0.971 0.528 4.947
C32 -1.850 1.769 4.914
C33 -2.641 1.867 3.671
O9 -2.747 1.681 6.018
H83 -1.599 -0.361 4.895
H84 -0.277 0.548 5.788
H85 -0.287 0.567 4.099
H86 -1.271 2.676 5.089
H87 -3.190 0.931 3.575
H88 -1.894 1.944 2.881
H89 -3.236 2.778 3.595
H90 -3.307 2.460 6.009
C34 -2.756 -3.890 -3.123
O10 -2.243 -4.205 -1.874
H91 -3.799 -4.199 -3.057
H92 -2.734 -2.820 -3.333
H93 -2.290 -4.489 -3.904
H94 -2.815 -4.797 -1.380
C35 -1.714 -2.888 2.809
O11 -2.229 -4.066 2.318
H95 -0.666 -3.066 3.050
H96 -1.824 -2.188 1.981
H97 -2.121 -2.536 3.757
H98 -3.115 -3.932 1.974
C36 3.218 5.783 -0.846
O12 2.160 5.355 -1.749
H99 4.215 5.527 -1.203
H100 3.324 6.868 -0.830
H101 3.002 5.408 0.155
H102 2.509 5.525 -2.627

***

3.
This record from the OMol25 dataset describes 6 unconnected molecules or ions with the total composition H13NO5. The level of theory is the ωB97M-V functional and the def2-TZVPD basis.

Summary:
Relative energy (zero: lowest compared OMol25 entry of this formula, charge and spin) ... 0.05 kcal/mol
LUMO (spin up / spin down) ... 0.1426 / 0.1350 Ha
Multiplicity ... 2
Frontier orbital gap (spin up / spin down) ... 3.11 / 10.20 eV
Charge ... -1

Positions of all 19 atoms, in Å:
N1 0.504 1.315 1.539
H1 0.308 0.657 2.288
H2 1.266 1.951 1.758
H3 0.744 0.906 0.655
H4 -0.052 -1.808 0.927
H5 1.169 -1.248 1.547
O1 0.309 -1.608 1.800
H6 -2.735 -0.323 -0.504
H7 -1.672 0.805 -0.704
O2 -1.947 -0.091 -1.052
H8 -0.870 2.126 0.594
H9 -0.436 2.916 -0.770
O3 -1.107 2.379 -0.322
H10 1.314 -1.287 -0.755
H11 2.385 -0.210 -0.788
O4 1.992 -0.860 -0.190
H12 -0.988 -1.467 -1.648
H13 0.050 -2.075 -2.649
O5 -0.233 -2.078 -1.727

***

4.
This record from the OMol25 dataset describes a molecular structure, C5H3LiO3Yb. The level of theory is the ωB97M-V functional and the def2-TZVPD basis.

Summary:
LUMO (spin up / spin down) ... -0.3331 / -0.3362 Ha
Multiplicity ... 3
Frontier orbital gap (spin up / spin down) ... 6.52 / 8.60 eV
Charge ... +2

Positions of all 13 atoms, in Å:
O1 -3.112 -1.481 0.404
C1 -3.190 -0.332 0.831
C2 -2.196 0.734 0.680
C3 -2.521 1.899 1.326
H1 -4.074 -0.066 1.445
H2 -2.017 2.837 1.089
H3 -3.351 1.938 2.034
O2 -0.945 -0.318 -1.165
C4 -1.001 0.605 -0.139
Li1 -1.838 -1.979 -0.875
C5 0.269 1.509 -0.008
O3 1.285 1.446 -0.735
Yb1 1.320 -0.065 -2.378

***

5.
This record from the OMol25 dataset describes a molecular structure, C31H48Cl3N4O4SiYb. The level of theory is the ωB97M-V functional and the def2-TZVPD basis.

Summary:
Relative energy (zero: lowest compared OMol25 entry of this formula, charge and spin) ... 6.50 kcal/mol
LUMO ... 0.0090 Ha
Multiplicity ... 2
Frontier orbital gap ... 5.47 eV

Positions of all 92 atoms, in Å:
C1 2.208 -1.118 -5.097
C2 1.296 0.063 -4.875
H1 2.550 -1.103 -6.133
H2 1.691 -2.067 -4.927
H3 3.070 -1.069 -4.422
C3 1.112 1.048 -5.858
C4 0.918 0.758 -7.285
H4 0.982 2.083 -5.532
H5 0.557 -0.260 -7.444
H6 1.805 0.908 -7.906
H7 0.150 1.439 -7.647
Yb1 -0.528 -0.737 0.862
Cl1 2.116 -0.566 0.511
Cl2 -1.084 -3.339 1.111
C5 0.495 2.249 0.689
O1 -0.526 1.543 0.655
N1 0.458 3.584 0.741
C6 -0.832 4.269 0.703
C7 1.654 4.407 0.865
H8 1.507 1.788 0.695
H9 -1.628 3.524 0.798
H10 -0.945 4.809 -0.248
H11 -0.873 4.988 1.531
H12 2.530 3.751 0.907
H13 1.598 5.007 1.783
H14 1.752 5.084 0.007
H15 -2.061 -1.376 -3.959
H16 -2.484 1.663 -4.322
C8 -2.966 -1.128 -3.392
C9 -3.298 1.322 -3.667
N2 -2.860 0.211 -2.825
H17 -3.118 -1.869 -2.604
C10 -2.634 0.429 -1.507
O2 -2.482 -0.448 -0.632
H18 -3.600 2.158 -3.025
H19 -2.605 1.498 -1.239
H20 -3.807 -1.130 -4.091
H21 -4.140 1.003 -4.291
O3 0.116 -0.196 -4.067
C11 1.145 0.526 -3.383
C12 -0.232 2.573 -2.808
C13 1.020 1.967 -3.025
H22 -1.117 1.944 -2.695
C14 -0.362 3.969 -2.741
H23 1.522 -0.127 -2.592
C15 2.156 2.788 -2.792
H24 -1.355 4.432 -2.720
C16 0.779 4.782 -2.765
C17 2.042 4.183 -2.717
H25 3.136 2.323 -2.665
H26 0.690 5.882 -2.802
H27 2.941 4.809 -2.634
Si1 0.044 -3.759 -0.914
Cl3 -0.098 -1.627 -1.526
C18 -1.568 -4.753 -1.272
C19 1.557 -4.019 0.271
C20 0.990 -4.611 -2.375
H28 -2.434 -4.079 -1.367
H29 -1.794 -5.473 -0.467
H30 -1.493 -5.335 -2.202
H31 0.432 -4.502 -3.315
H32 1.100 -5.686 -2.161
H33 1.995 -4.182 -2.482
H34 1.933 -3.043 0.630
H35 2.399 -4.504 -0.245
H36 1.314 -4.631 1.153
C21 0.011 -0.152 7.654
N3 -0.258 0.284 6.289
N4 -0.053 -0.506 5.198
C22 -0.605 0.115 4.089
O4 -0.796 -0.490 3.009
C23 -0.944 1.431 4.526
C24 -0.777 1.465 5.885
C25 -1.113 2.588 6.792
C26 0.312 -1.884 5.215
C27 -0.452 -2.795 5.946
C28 -0.179 -4.160 5.817
C29 0.844 -4.591 4.958
C30 1.541 -3.673 4.167
C31 1.273 -2.318 4.288
H37 -0.820 -0.741 8.066
H38 0.138 0.738 8.279
H39 0.928 -0.748 7.706
H40 -1.324 2.204 3.882
H41 -1.936 2.377 7.484
H42 -0.263 2.963 7.372
H43 -1.454 3.415 6.160
H44 -1.284 -2.424 6.560
H45 -0.774 -4.874 6.392
H46 1.095 -5.651 4.916
H47 2.284 -4.011 3.447
H48 1.770 -1.587 3.649

***

6.
This record from the OMol25 dataset describes a molecular structure, C8H12AsCuF6N2O2. The level of theory is the ωB97M-V functional and the def2-TZVPD basis.

Summary:
Relative energy (zero: lowest compared OMol25 entry of this formula, charge and spin) ... 108.46 kcal/mol
LUMO ... 0.1414 Ha
Frontier orbital gap ... 5.52 eV
Charge ... -2

Positions of all 32 atoms, in Å:
Cu1 0.127 0.700 1.313
As1 -1.520 1.887 -3.269
F1 -0.147 1.751 -2.115
F2 -0.292 2.450 -4.482
F3 -2.818 2.113 -4.465
F4 -2.612 1.332 -2.048
F5 -1.687 3.590 -2.669
F6 -1.214 0.160 -3.723
O1 2.830 -0.457 3.240
H1 2.997 0.234 3.910
O2 -1.411 -2.215 0.962
H2 -2.189 -2.056 0.393
N1 -1.486 3.208 4.781
C1 -2.501 3.815 4.097
C2 -1.830 4.613 3.231
C3 -0.426 4.416 3.376
C4 -0.224 3.471 4.364
H3 -1.721 2.525 5.487
H4 -3.552 3.720 4.330
H5 -2.169 5.241 2.420
H6 0.315 5.024 2.879
H7 0.575 2.946 4.867
N2 1.455 -4.262 -1.910
C5 1.195 -5.522 -2.371
C6 2.267 -5.923 -3.152
C7 2.996 -4.784 -3.493
C8 2.483 -3.737 -2.683
H8 0.927 -3.748 -1.220
H9 0.401 -6.108 -1.931
H10 2.408 -6.909 -3.569
H11 3.926 -4.721 -4.038
H12 2.896 -2.753 -2.512

***

7.
This record from the OMol25 dataset describes a molecular structure, C23H26IrN3O2P2. The level of theory is the ωB97M-V functional and the def2-TZVPD basis.

Summary:
Relative energy (zero: lowest compared OMol25 entry of this formula, charge and spin) ... 0.00 kcal/mol
LUMO (spin up / spin down) ... -0.3894 / -0.4455 Ha
Multiplicity ... 2
Frontier orbital gap (spin up / spin down) ... 6.53 / 4.94 eV
Charge ... +3

Positions of all 57 atoms, in Å:
Ir1 1.498 -0.144 -0.023
O1 -1.310 -1.623 4.394
C1 -2.115 -2.045 3.468
C2 -3.369 -2.629 3.774
C3 -4.193 -3.064 2.778
C4 -3.813 -2.917 1.425
C5 -2.599 -2.326 1.093
C6 -1.723 -1.887 2.074
C7 -0.466 -1.286 1.658
O2 -0.215 -1.201 0.374
N1 0.398 -0.786 2.538
N2 1.430 -0.210 1.979
C8 2.482 0.318 2.579
C9 3.484 0.855 1.728
C10 4.649 1.446 2.234
C11 5.616 1.926 1.371
C12 5.413 1.796 0.002
C13 4.243 1.202 -0.452
N3 3.291 0.751 0.360
H1 -1.636 -1.778 5.298
H2 -3.658 -2.728 4.813
H3 -5.142 -3.523 3.022
H4 -4.470 -3.277 0.645
H5 -2.315 -2.202 0.058
H6 2.558 0.292 3.660
H7 4.765 1.499 3.308
H8 6.521 2.378 1.752
H9 6.152 2.147 -0.704
H10 4.070 1.075 -1.513
C14 1.616 0.318 -3.650
P1 0.834 -0.575 -2.275
C15 0.937 -2.324 -2.724
C16 -0.919 -0.109 -2.296
C17 -1.808 -0.761 -3.145
C18 -3.153 -0.414 -3.140
C19 -3.621 0.569 -2.283
C20 -2.736 1.234 -1.445
C21 -1.388 0.887 -1.442
P2 -0.239 1.750 -0.324
C22 -1.188 2.309 1.117
C23 0.211 3.263 -1.219
H11 1.089 0.070 -4.573
H12 2.655 0.008 -3.758
H13 1.573 1.394 -3.496
H14 0.578 -2.481 -3.741
H15 0.354 -2.928 -2.029
H16 1.977 -2.647 -2.680
H17 -1.460 -1.535 -3.814
H18 -3.838 -0.939 -3.794
H19 -4.673 0.822 -2.259
H20 -3.107 2.003 -0.779
H21 -1.764 1.492 1.549
H22 -1.852 3.124 0.827
H23 -0.501 2.695 1.872
H24 -0.710 3.760 -1.526
H25 0.806 3.027 -2.099
H26 0.782 3.927 -0.569

***

8.
This record from the OMol25 dataset describes a gas-phase ion, C3H2NO3 (charge +1). The level of theory is the ωB97M-V functional and the def2-TZVPD basis.

Summary:
Relative energy (zero: lowest compared OMol25 entry of this formula, charge and spin) ... 24.94 kcal/mol
Structure (SMILES) ... C=[N+]1C(=O)OC1=O
LUMO ... -0.2644 Ha
Frontier orbital gap ... 10.43 eV
Charge ... +1

Positions of all 9 atoms, in Å:
C1 1.096 0.213 1.029
N1 0.096 0.029 0.213
C2 -1.533 -0.334 -0.076
O1 -2.458 -0.254 0.600
O2 -1.210 -0.502 -1.331
C3 0.147 0.113 -1.212
O3 0.863 0.481 -1.999
H1 2.122 0.329 0.731
H2 0.877 -0.076 2.044

***

no.,strongest force on any atom (eV/A),DFT total energy (eV)
1,0.3,-48557.2923
2,3.1,-72489.9407
3,1.6,-11938.5211
4,3.0,-43092.7682
5,3.9,-124053.7026
6,3.5,-137347.7681
7,4.1,-54229.1013
8,3.8,-10765.8138